1.
Below is a molecular structure, C25H19ClN8O4S3Y in a non-equilibrium geometry, with properties calculated with ωB97M-V with the def2-TZVPD basis set.

Values from the calculation:
orbital gap = 5.8 eV
DFT total energy = -92421.2016 eV
charge = -1

Element x y z (Å)
Y  -1.22  0.09  -1.03
C  0.42  6.25  -0.06
C  1.61  5.44  -0.49
N  1.23  4.34  -1.42
C  0.58  3.22  -1.09
S  -0.05  2.22  -2.39
N  0.46  2.94  0.21
N  -0.16  1.73  0.46
C  -0.18  1.48  1.77
C  0.10  2.57  2.80
C  -0.51  0.14  2.26
C  -0.72  -0.16  3.66
C  -0.82  -1.45  4.14
C  -0.90  -2.47  3.17
C  -0.84  -2.14  1.80
N  -0.68  -0.86  1.35
H  0.63  6.87  0.78
H  -0.44  5.63  0.25
H  -0.04  6.90  -0.85
H  2.13  4.88  0.30
H  2.41  6.01  -1.03
H  1.26  4.48  -2.40
H  0.03  3.52  2.21
H  1.13  2.42  3.07
H  -0.58  2.55  3.68
H  -0.73  0.73  4.28
H  -0.79  -1.72  5.17
H  -0.98  -3.53  3.52
H  -0.90  -2.96  1.02
O  -0.65  -3.18  -6.04
C  0.60  -3.07  -5.53
O  1.56  -3.34  -6.23
C  0.73  -2.59  -4.16
C  1.89  -2.50  -3.40
Cl  3.39  -3.08  -3.72
N  1.59  -1.88  -2.20
N  0.30  -1.32  -2.20
C  -0.26  -1.82  -3.35
C  -1.62  -1.39  -3.63
O  -2.33  -2.01  -4.52
O  -2.17  -0.45  -2.88
C  2.30  -1.85  -0.95
C  2.26  -0.72  -0.15
C  2.68  -0.77  1.15
C  3.31  -1.92  1.67
C  3.50  -3.01  0.82
C  2.93  -3.03  -0.47
H  -1.38  -2.70  -5.42
H  1.97  0.24  -0.57
H  2.52  0.08  1.87
H  3.76  -1.89  2.67
H  4.00  -3.87  1.16
H  3.08  -3.93  -1.15
S  -3.15  -2.13  -0.44
C  -3.85  -0.82  0.46
S  -3.68  0.86  0.01
C  -4.62  -1.23  1.62
C  -4.33  -2.40  2.30
N  -4.11  -3.39  2.86
C  -5.52  -0.36  2.30
N  -6.12  0.35  2.99

Atomic partial charges in e from the Löwdin method, atoms 1 to 2:
1 Y 1.056
2 C -0.100

---

2.
Below is 11 unconnected molecules or ions with the total composition C11H44N22O11 in a non-equilibrium geometry, with properties calculated with ωB97M-V with the def2-TZVPD basis set.

Values from the calculation:
ΔE to the lowest compared entry with this formula, charge and spin = 328.2 kJ/mol
SMILES = NC(N)=O.NC(N)=O.NC(N)=O.NC(N)=O.NC(N)=O.NC(N)=O.NC(N)=O.NC(N)=O.NC(N)=O.NC(N)=O.NC(N)=O
orbital gap = 9.2 eV
DFT total energy = -67435.2920 eV

Element x y z (Å)
C  2.02  11.83  -11.93
O  1.72  11.14  -12.88
N  1.30  12.80  -11.36
N  3.16  11.70  -11.21
H  0.55  13.26  -11.85
H  1.68  13.32  -10.58
H  3.76  12.41  -10.83
H  3.60  10.79  -11.25
C  -2.78  17.04  -8.12
O  -2.99  17.95  -8.92
N  -2.86  15.73  -8.35
N  -2.49  17.34  -6.85
H  -2.43  15.02  -7.78
H  -3.10  15.41  -9.28
H  -2.82  18.21  -6.46
H  -2.42  16.64  -6.12
C  1.51  14.75  -8.60
O  1.64  14.08  -7.58
N  0.36  15.32  -9.01
N  2.46  14.82  -9.55
H  -0.25  15.85  -8.39
H  0.33  15.71  -9.94
H  2.29  15.64  -10.11
H  3.37  14.45  -9.39
C  -8.40  12.96  -11.22
O  -7.55  12.61  -12.02
N  -8.31  12.72  -9.89
N  -9.58  13.61  -11.50
H  -7.54  12.10  -9.66
H  -8.79  13.05  -9.07
H  -9.86  13.98  -12.38
H  -10.18  13.51  -10.70
C  -6.42  16.61  -11.84
O  -7.19  16.57  -10.88
N  -6.58  17.55  -12.81
N  -5.32  15.90  -12.04
H  -7.11  18.40  -12.69
H  -5.90  17.58  -13.54
H  -4.95  16.02  -12.97
H  -5.09  15.04  -11.56
C  0.16  10.31  -9.13
O  -1.06  10.56  -8.98
N  1.14  11.06  -8.61
N  0.53  9.19  -9.76
H  0.96  11.69  -7.84
H  2.10  10.80  -8.73
H  1.47  9.07  -10.11
H  -0.19  8.54  -10.05
C  -3.29  13.10  -10.12
O  -3.81  14.15  -10.54
N  -2.00  12.81  -10.20
N  -3.95  12.01  -9.61
H  -1.47  11.95  -10.19
H  -1.48  13.62  -10.50
H  -4.95  11.92  -9.58
H  -3.36  11.47  -8.99
C  -2.59  7.30  -9.88
O  -1.57  7.39  -10.54
N  -3.53  6.33  -10.11
N  -2.87  8.06  -8.78
H  -4.51  6.53  -9.98
H  -3.30  5.65  -10.81
H  -3.83  8.12  -8.48
H  -2.33  8.89  -8.57
C  -7.83  9.49  -8.73
O  -6.86  10.16  -9.02
N  -9.10  9.94  -8.57
N  -7.80  8.26  -8.08
H  -9.19  10.94  -8.63
H  -9.90  9.41  -8.29
H  -8.66  7.81  -7.84
H  -6.89  7.99  -7.74
C  -1.04  15.48  -12.48
O  -1.06  14.36  -12.97
N  -1.86  16.09  -11.64
N  0.13  16.24  -12.56
H  -2.77  15.71  -11.40
H  -1.60  16.98  -11.26
H  0.17  17.09  -12.03
H  0.96  16.01  -13.06
C  -5.58  12.55  -5.80
O  -4.41  12.73  -5.47
N  -6.61  12.50  -4.90
N  -5.98  12.21  -7.03
H  -6.25  12.63  -3.96
H  -7.39  13.11  -5.11
H  -6.91  11.89  -7.21
H  -5.37  12.39  -7.82

Atomic partial charges in e from the Löwdin method, atoms 1 to 2:
1 C -0.713
2 O 0.051

---

3.
Below is 14 unconnected molecules or ions with the total composition C78H198N14O25 in a non-equilibrium geometry, with properties calculated with ωB97M-V with the def2-TZVPD basis set.

Values from the calculation:
ΔE to the lowest compared entry with this formula, charge and spin = 462.3 kJ/mol
orbital gap = 8.6 eV
DFT total energy = -156125.6285 eV

Element x y z (Å)
C  -3.17  -5.53  -3.63
C  -4.40  -4.67  -3.91
C  -4.47  -4.11  -5.35
O  -3.18  -3.61  -5.80
C  -3.21  -3.16  -7.17
N  -5.59  -5.44  -3.53
H  -2.23  -5.00  -3.45
H  -2.99  -6.07  -4.56
H  -3.28  -6.27  -2.85
H  -4.31  -3.82  -3.24
H  -5.16  -3.27  -5.33
H  -4.83  -4.85  -6.07
H  -3.70  -2.19  -7.27
H  -3.66  -3.91  -7.82
H  -2.16  -3.01  -7.40
H  -6.39  -4.82  -3.44
H  -5.45  -5.83  -2.60
C  -0.47  -2.71  -1.61
C  -0.27  -2.19  -0.21
C  -0.06  -0.63  -0.03
O  0.21  -0.37  1.33
C  0.16  1.00  1.69
N  -1.21  -2.83  0.67
H  0.32  -2.32  -2.26
H  -1.46  -2.47  -1.99
H  -0.41  -3.79  -1.64
H  0.73  -2.59  -0.02
H  -0.90  -0.02  -0.38
H  0.73  -0.34  -0.73
H  0.62  1.23  2.65
H  -0.86  1.38  1.67
H  0.76  1.65  1.04
H  -2.04  -2.26  0.74
H  -0.87  -2.73  1.62
C  1.13  -5.43  1.27
C  -0.28  -6.06  1.09
C  -0.30  -7.55  0.66
O  0.29  -7.94  -0.56
C  -0.33  -7.48  -1.68
N  -0.98  -6.01  2.37
H  1.17  -4.36  1.47
H  1.86  -5.70  0.51
H  1.58  -5.88  2.15
H  -0.92  -5.48  0.42
H  -1.29  -7.99  0.73
H  0.22  -8.07  1.47
H  -0.37  -8.07  -2.59
H  0.08  -6.48  -1.85
H  -1.41  -7.46  -1.49
H  -0.34  -6.29  3.11
H  -1.20  -5.04  2.55
C  -6.66  5.56  -5.18
O  -5.40  4.95  -5.09
C  -4.73  5.41  -3.91
C  -3.39  4.71  -3.64
N  -3.65  3.29  -3.44
C  -2.55  2.58  -2.88
C  -2.72  1.09  -3.24
O  -2.65  0.87  -4.64
C  -2.83  -0.49  -5.02
H  -7.28  5.48  -4.28
H  -7.28  5.05  -5.92
H  -6.53  6.62  -5.38
H  -5.40  5.27  -3.06
H  -4.58  6.48  -4.03
H  -3.05  5.14  -2.70
H  -2.67  4.81  -4.45
H  -4.20  2.88  -4.18
H  -2.55  2.72  -1.80
H  -1.66  2.90  -3.42
H  -3.71  0.77  -2.92
H  -1.95  0.52  -2.72
H  -3.78  -0.89  -4.68
H  -2.12  -1.13  -4.49
H  -2.79  -0.57  -6.10
C  3.70  0.30  0.66
O  4.61  1.19  1.19
C  4.02  2.01  2.18
C  5.06  3.01  2.70
N  5.98  2.31  3.58
C  6.99  3.26  4.04
C  8.09  2.44  4.73
O  8.64  1.58  3.81
C  9.83  0.93  4.33
H  3.26  -0.31  1.45
H  4.23  -0.26  -0.11
H  2.86  0.78  0.16
H  3.74  1.33  2.98
H  3.13  2.54  1.83
H  4.46  3.75  3.24
H  5.48  3.52  1.83
H  6.41  1.57  3.05
H  6.57  3.91  4.81
H  7.45  3.80  3.21
H  7.78  2.01  5.69
H  8.77  3.22  5.06
H  10.16  0.39  3.44
H  9.56  0.27  5.16
H  10.62  1.53  4.79
C  1.05  5.79  -6.26
O  1.00  6.12  -4.87
C  0.57  4.94  -4.14
C  0.62  5.25  -2.64
N  -0.53  6.17  -2.40
C  -0.71  6.81  -1.07
C  -0.54  5.81  0.09
O  0.87  5.62  0.36
C  1.17  4.80  1.51
H  1.65  4.92  -6.52
H  1.52  6.64  -6.77
H  0.07  5.74  -6.73
H  1.21  4.06  -4.25
H  -0.41  4.60  -4.47
H  1.57  5.72  -2.36
H  0.56  4.36  -2.01
H  -0.68  6.82  -3.15
H  -1.67  7.33  -1.06
H  0.07  7.56  -0.94
H  -1.09  4.91  -0.18
H  -1.11  6.18  0.94
H  2.22  4.58  1.67
H  0.76  3.80  1.34
H  0.67  5.21  2.39
C  -2.13  0.33  4.21
O  -2.37  -0.72  5.14
C  -2.31  -0.39  6.52
C  -2.37  -1.74  7.27
N  -0.98  -2.07  7.54
C  -1.04  -3.51  7.99
C  0.32  -3.94  8.49
O  1.20  -4.22  7.42
C  2.60  -4.42  7.68
H  -2.67  1.21  4.55
H  -2.50  0.20  3.20
H  -1.08  0.61  4.29
H  -3.17  0.21  6.83
H  -1.49  0.26  6.82
H  -2.78  -2.49  6.59
H  -3.00  -1.65  8.15
H  -0.37  -1.96  6.74
H  -1.48  -4.20  7.27
H  -1.77  -3.71  8.77
H  0.14  -4.86  9.05
H  0.74  -3.18  9.14
H  3.12  -4.42  6.73
H  2.81  -5.22  8.40
H  2.97  -3.51  8.15
C  -2.04  1.63  9.87
O  -0.86  0.98  10.24
C  0.35  1.58  9.85
C  1.30  0.51  9.34
N  0.97  0.27  7.90
C  2.06  -0.61  7.38
C  1.86  -0.94  5.87
O  0.65  -1.64  5.54
C  0.61  -2.06  4.21
H  -2.89  0.98  10.11
H  -1.99  1.75  8.79
H  -2.16  2.59  10.37
H  0.71  2.17  10.69
H  0.21  2.32  9.07
H  1.23  -0.43  9.87
H  2.33  0.88  9.33
H  0.13  -0.28  7.91
H  2.09  -1.54  7.94
H  3.02  -0.10  7.46
H  2.69  -1.58  5.57
H  1.91  0.01  5.34
H  0.81  -1.26  3.51
H  -0.42  -2.42  4.24
H  1.40  -2.79  4.05
C  -6.29  -7.92  -1.40
O  -5.28  -7.06  -1.05
C  -5.06  -6.92  0.38
C  -3.78  -6.06  0.57
N  -3.98  -4.59  0.70
C  -4.20  -3.97  -0.64
C  -4.77  -2.55  -0.48
O  -3.65  -1.68  -0.21
C  -4.08  -0.37  -0.06
H  -6.34  -7.81  -2.49
H  -7.24  -7.71  -0.90
H  -6.01  -8.94  -1.17
H  -4.88  -7.93  0.74
H  -5.94  -6.54  0.90
H  -3.04  -6.35  -0.18
H  -3.38  -6.38  1.54
H  -3.12  -4.15  0.98
H  -4.96  -4.54  -1.17
H  -3.31  -3.89  -1.26
H  -5.57  -2.45  0.25
H  -5.20  -2.22  -1.42
H  -4.78  -0.23  0.77
H  -4.47  0.05  -0.99
H  -3.23  0.27  0.19
C  5.51  -1.73  -8.46
O  6.60  -1.28  -7.61
C  6.22  -0.17  -6.80
C  5.13  -0.38  -5.82
N  5.43  -1.51  -4.90
C  4.19  -1.59  -4.11
C  4.25  -2.77  -3.08
O  2.95  -3.25  -2.82
C  2.90  -4.50  -2.12
H  4.74  -2.23  -7.87
H  5.85  -2.53  -9.12
H  5.03  -0.93  -9.01
H  6.07  0.66  -7.48
H  7.12  0.16  -6.28
H  4.19  -0.49  -6.35
H  5.09  0.60  -5.35
H  5.66  -2.33  -5.44
H  3.33  -1.69  -4.77
H  4.08  -0.63  -3.61
H  4.67  -2.40  -2.15
H  4.91  -3.58  -3.40
H  3.54  -4.52  -1.24
H  3.29  -5.34  -2.69
H  1.87  -4.78  -1.93
C  5.04  2.29  9.73
O  4.46  1.90  8.51
C  4.69  2.85  7.44
C  3.68  2.56  6.29
N  2.27  2.73  6.59
C  1.44  2.88  5.42
C  -0.07  3.32  5.84
O  -0.79  3.65  4.68
C  -2.03  4.33  4.87
H  4.84  3.34  9.97
H  6.12  2.13  9.71
H  4.50  1.71  10.47
H  5.69  2.61  7.08
H  4.60  3.91  7.70
H  3.81  1.55  5.91
H  3.90  3.24  5.47
H  1.90  1.91  7.06
H  1.45  1.95  4.85
H  1.81  3.67  4.77
H  0.08  4.25  6.39
H  -0.50  2.54  6.46
H  -2.41  4.70  3.92
H  -1.94  5.21  5.52
H  -2.77  3.67  5.31
C  4.69  3.08  -7.83
O  3.63  2.92  -6.85
C  2.55  2.15  -7.41
C  1.49  1.83  -6.35
N  2.07  1.04  -5.21
C  1.10  0.84  -4.11
C  1.80  1.21  -2.80
O  2.69  2.34  -3.01
C  3.28  2.87  -1.87
H  4.84  2.23  -8.49
H  5.66  3.30  -7.38
H  4.46  3.90  -8.51
H  2.88  1.22  -7.87
H  2.08  2.68  -8.23
H  0.64  1.32  -6.81
H  1.11  2.79  -6.01
H  2.78  1.62  -4.79
H  0.84  -0.21  -4.15
H  0.19  1.41  -4.31
H  2.40  0.45  -2.30
H  0.97  1.44  -2.14
H  3.94  2.21  -1.30
H  2.56  3.21  -1.12
H  3.92  3.72  -2.09
C  1.47  -1.79  -7.44
O  0.82  -2.95  -6.98
C  0.85  -3.10  -5.58
C  0.40  -4.57  -5.26
N  1.54  -5.49  -5.43
C  1.19  -6.92  -5.46
C  2.27  -7.87  -4.89
O  2.29  -7.70  -3.50
C  3.19  -8.53  -2.74
H  2.50  -1.82  -7.08
H  1.04  -0.82  -7.17
H  1.46  -1.67  -8.52
H  0.31  -2.38  -4.97
H  1.89  -2.99  -5.28
H  -0.36  -4.84  -5.98
H  0.01  -4.69  -4.25
H  2.25  -5.30  -4.74
H  1.02  -7.17  -6.51
H  0.21  -7.09  -5.01
H  3.26  -7.67  -5.29
H  2.02  -8.89  -5.19
H  3.21  -8.30  -1.68
H  4.20  -8.35  -3.10
H  3.06  -9.59  -2.93
C  -9.22  8.82  -0.27
O  -8.06  8.34  -0.88
C  -6.86  9.08  -0.80
C  -6.18  9.08  0.58
N  -5.75  7.80  1.11
C  -4.78  7.06  0.30
C  -4.64  5.71  1.04
O  -3.70  4.87  0.31
C  -3.21  3.82  1.08
H  -9.04  8.58  0.78
H  -10.06  8.29  -0.71
H  -9.42  9.89  -0.31
H  -7.01  10.08  -1.18
H  -6.12  8.70  -1.50
H  -6.70  9.65  1.35
H  -5.28  9.68  0.44
H  -6.61  7.27  1.06
H  -3.79  7.52  0.44
H  -5.09  6.92  -0.74
H  -5.55  5.15  1.24
H  -4.32  5.80  2.08
H  -2.95  2.93  0.52
H  -3.94  3.35  1.75
H  -2.41  4.17  1.73

Atomic partial charges in e from the Löwdin method, atoms 1 to 2:
1 C -0.048
2 C -0.419

---

4.
Below is a single C3HClFNOS molecule in a non-equilibrium geometry, with properties calculated with ωB97M-V with the def2-TZVPD basis set.

Values from the calculation:
ΔE to the lowest compared entry with this formula, charge and spin = 111.4 kJ/mol
SMILES = Fc1noc(S)c1Cl
orbital gap = 9.7 eV
DFT total energy = -32737.7560 eV

Element x y z (Å)
C  -0.43  -0.06  0.67
C  0.56  0.95  -0.93
C  0.16  -0.33  -0.50
H  -0.74  -2.13  1.26
N  0.33  1.85  -0.04
O  -0.32  1.22  0.97
F  1.29  1.27  -1.97
S  -1.19  -1.00  1.85
Cl  0.34  -1.77  -1.32

Atomic partial charges in e from the Löwdin method, atoms 1 to 2:
1 C -0.769
2 C -0.387

---

5.
Below is 2 unconnected molecules or ions with the total composition CH5O2PS in a non-equilibrium geometry, with properties calculated with ωB97M-V with the def2-TZVPD basis set.

Values from the calculation:
ΔE to the lowest compared entry with this formula, charge and spin = 428.3 kJ/mol
orbital gap = 7.9 eV
DFT total energy = -25333.8521 eV

Element x y z (Å)
C  -0.67  -0.05  0.09
O  -0.52  0.84  -1.01
O  -0.77  0.61  1.29
P  1.75  -0.93  0.28
S  -2.09  -1.13  -0.11
H  0.05  1.62  -0.74
H  0.03  1.15  1.23
H  1.88  -1.26  -1.00
H  1.30  -2.39  0.69
H  -1.88  -1.76  1.01

Atomic partial charges in e from the Löwdin method, atoms 1 to 2:
1 C -0.926
2 O -0.116

---

6.
Below is a single C6H10 molecule, with properties calculated with ωB97M-V with the def2-TZVPD basis set.

Values from the calculation:
ΔE to the lowest compared entry with this formula, charge and spin = 166.3 kJ/mol
SMILES = CC#CCCC
orbital gap = 10.4 eV
DFT total energy = -6382.1360 eV

Element x y z (Å)
C  -2.23  0.59  0.83
C  -1.47  -0.22  -0.20
C  -0.43  0.63  -0.93
C  0.85  0.56  -0.25
C  1.90  0.13  0.15
C  3.00  -0.83  0.22
H  -1.55  0.99  1.60
H  -2.99  -0.02  1.32
H  -2.72  1.44  0.35
H  -2.17  -0.67  -0.93
H  -0.96  -1.07  0.28
H  -0.20  0.17  -1.90
H  -0.79  1.64  -1.14
H  3.44  -0.90  -0.78
H  3.77  -0.62  0.96
H  2.55  -1.81  0.42

Atomic partial charges in e from the Löwdin method, atoms 1 to 2:
1 C -0.119
2 C -0.272